This record from OMol25 describes 3 unconnected molecules or ions with the total composition C19H49N5O2P. The level of theory is ωB97M-V with the def2-TZVPD basis set.

```
! RIJCOSX wB97M-V def2-TZVPD def2/J DEFGRID3
* xyz 1 1
C -2.224 5.292 -1.987
C -2.919 4.705 -3.172
C -2.277 4.898 -4.503
N -4.070 4.128 -3.042
P -4.326 2.578 -2.730
C -4.598 1.713 -4.299
C -5.867 2.397 -1.805
C -6.076 3.236 -0.526
N -4.914 4.017 -0.085
C -2.999 1.780 -1.829
C -1.746 1.475 -2.677
C -0.736 0.737 -1.797
C 0.695 0.663 -2.326
C 1.211 1.939 -2.987
N 1.161 3.058 -2.025
H -2.970 5.814 -1.392
H -1.471 6.020 -2.276
H -1.763 4.521 -1.370
H -2.776 5.752 -4.972
H -1.231 5.172 -4.418
H -2.431 4.039 -5.148
H -5.673 1.705 -4.456
H -4.153 2.298 -5.095
H -4.209 0.700 -4.277
H -6.676 2.540 -2.518
H -5.918 1.347 -1.509
H -6.900 3.928 -0.669
H -6.387 2.567 0.277
H -4.212 3.410 0.321
H -5.202 4.616 0.677
H -2.710 2.325 -0.934
H -3.410 0.826 -1.487
H -1.345 2.424 -3.028
H -2.050 0.842 -3.507
H -1.115 -0.282 -1.689
H -0.751 1.156 -0.792
H 1.333 0.479 -1.462
H 0.851 -0.198 -2.977
H 0.576 2.166 -3.843
H 2.232 1.775 -3.314
H 2.070 3.469 -1.891
H 0.511 3.767 -2.323
C 1.447 -1.521 2.181
C 0.505 -1.802 1.017
C -0.478 -2.947 1.296
O 0.093 -4.234 1.215
C 0.773 -4.669 2.383
N 1.300 -2.038 -0.193
H 2.228 -2.271 2.260
H 1.937 -0.556 2.043
H 0.910 -1.492 3.130
H -0.097 -0.900 0.849
H -1.256 -2.925 0.525
H -0.980 -2.809 2.263
H 0.290 -4.297 3.290
H 1.820 -4.358 2.379
H 0.741 -5.758 2.391
H 0.672 -2.130 -0.988
H 1.720 -2.960 -0.107
C 4.385 -5.196 4.276
C 4.769 -3.942 3.498
C 6.274 -3.646 3.504
O 6.760 -3.093 4.708
C 7.055 -4.025 5.733
N 3.981 -2.812 4.003
H 4.414 -5.031 5.353
H 3.368 -5.498 4.026
H 5.051 -6.028 4.039
H 4.485 -4.105 2.452
H 6.473 -2.891 2.738
H 6.853 -4.538 3.231
H 7.442 -4.962 5.322
H 6.180 -4.231 6.353
H 7.820 -3.580 6.368
H 4.161 -1.999 3.419
H 4.367 -2.551 4.907
*
```

The HOMO-LUMO gap comes out at 7.21 eV.